No. 1
C44H47BBrCoF5N6O3PSTe as an isolated structure, computed with the ωB97M-V functional and the def2-TZVPD basis.

Each line ends with the Mulliken spin population.
Atoms and positions in Å:
Co  0.38  -1.41  -1.74  2.266
C  -4.49  -2.65  -2.29  0.000
C  -4.12  -1.23  -2.06  -0.004
C  -4.55  -0.34  -1.14  0.003
C  -3.96  0.90  -1.55  0.001
N  -3.27  0.76  -2.70  0.002
N  -3.24  -0.58  -2.95  -0.004
B  -2.21  -1.23  -3.89  0.015
N  -1.48  -2.62  -3.54  -0.013
N  -0.90  -2.82  -2.32  0.011
C  -0.59  -4.14  -2.18  0.010
C  -0.93  -4.78  -3.41  0.005
C  -1.49  -3.81  -4.20  -0.004
C  -1.99  -4.03  -5.59  0.000
C  -0.40  -4.83  -0.84  -0.005
C  0.52  -4.42  0.09  -0.011
C  0.47  -4.89  1.44  -0.014
C  -0.48  -5.86  1.74  0.004
C  -1.43  -6.25  0.83  -0.002
C  -1.39  -5.74  -0.49  0.000
N  -1.10  -0.15  -3.99  0.004
N  -0.53  0.19  -2.65  0.046
C  0.17  1.34  -2.88  0.011
C  0.07  1.71  -4.21  -0.013
C  -0.81  0.79  -4.79  0.004
C  -1.30  0.71  -6.27  0.000
C  0.79  2.28  -1.87  -0.020
C  0.27  2.44  -0.54  0.003
C  0.95  3.25  0.29  0.008
C  2.02  4.07  -0.18  -0.002
C  2.53  3.90  -1.47  0.002
C  1.92  2.99  -2.29  -0.001
C  -4.10  2.13  -0.87  -0.001
C  -4.75  2.16  0.38  0.000
C  -4.93  3.34  1.04  0.000
C  -4.53  4.60  0.43  0.000
C  -3.90  4.56  -0.77  0.000
C  -3.62  3.34  -1.46  -0.001
H  -3.74  -3.34  -1.83  0.000
H  -4.49  -2.84  -3.38  0.000
H  -5.43  -2.76  -1.74  0.000
H  -5.03  -0.64  -0.21  0.000
H  -2.56  -1.46  -5.03  0.000
H  -0.71  -5.85  -3.65  0.000
H  -1.20  -4.10  -6.36  0.000
H  -2.69  -3.18  -5.83  0.000
H  -2.62  -4.96  -5.68  0.000
H  1.34  -3.77  -0.23  0.025
H  1.13  -4.42  2.17  -0.005
H  -0.33  -6.29  2.75  0.000
H  -2.21  -6.95  1.10  0.000
H  -2.09  -6.07  -1.22  0.000
H  0.52  2.65  -4.54  0.000
H  -1.42  1.77  -6.66  0.000
H  -2.22  0.11  -6.23  0.000
H  -0.57  0.21  -6.90  0.000
H  -0.72  2.00  -0.35  -0.002
H  0.64  3.15  1.33  -0.002
H  2.46  4.81  0.52  0.000
H  3.46  4.45  -1.83  0.000
H  2.24  2.74  -3.35  0.000
H  -5.21  1.21  0.73  0.000
H  -5.40  3.27  1.99  0.000
H  -4.71  5.51  0.98  0.000
H  -3.70  5.53  -1.28  0.000
H  -3.06  3.29  -2.36  0.000
Br  6.25  -3.36  -1.70  0.000
C  5.00  -3.81  -3.18  0.000
C  5.41  -4.65  -4.18  0.000
C  5.21  -4.36  -5.56  0.000
C  4.19  -3.42  -5.84  0.000
C  3.51  -2.89  -4.74  0.003
C  3.88  -3.01  -3.41  0.000
C  2.89  -2.63  -2.33  -0.013
O  3.18  -2.82  -1.11  0.007
O  1.84  -1.99  -2.80  0.046
H  6.15  -5.42  -3.94  0.000
H  5.89  -4.76  -6.28  0.000
H  3.85  -3.22  -6.86  0.000
H  2.60  -2.28  -4.87  -0.001
S  0.16  -0.70  1.54  -0.199
C  0.29  -1.26  0.13  -0.158
F  -2.51  4.66  4.27  0.000
Te  -2.49  2.82  4.62  0.000
F  -4.16  3.15  5.69  0.000
F  -1.30  3.34  6.11  0.000
F  -3.90  2.67  3.30  0.000
F  -1.24  2.78  3.01  0.001
O  3.25  3.24  5.19  0.000
C  5.23  2.91  7.57  0.000
C  4.08  1.96  7.41  0.000
P  2.63  2.71  6.47  0.000
C  2.03  4.03  7.54  0.000
C  1.35  5.26  7.04  0.000
C  1.41  1.35  6.29  -0.002
C  1.42  0.83  4.82  0.002
H  6.03  2.55  6.88  0.000
H  5.67  2.90  8.62  0.000
H  4.94  3.91  7.27  0.000
H  3.52  1.65  8.25  0.000
H  4.40  1.06  6.89  0.000
H  2.94  4.24  8.12  0.000
H  1.42  3.52  8.30  0.000
H  0.25  5.16  6.85  0.000
H  1.57  5.57  5.99  0.000
H  1.46  6.10  7.74  0.000
H  0.46  1.75  6.63  0.000
H  1.60  0.49  6.98  0.000
H  0.84  -0.10  4.66  -0.002
H  2.52  0.75  4.54  -0.001
H  1.02  1.59  4.09  -0.001

Total charge: -2
Electronic energy in eV: -210828.3420
Multiplicity: 3
Expectation value of S²: 2.222
E_LUMO (alpha / beta) in eV: 3.8 / 3.8
HOMO level (alpha / beta) in hartree: -0.1168 / -0.0710
Kohn-Sham gap (alpha / beta) in eV: 6.933 / 5.687


No. 2
A 2-piece molecular cluster, C9H14O overall, computed with the ωB97M-V functional and the def2-TZVPD basis.

Each line ends with the natural charge from an NBO analysis.
Atoms and positions in Å:
C  0.88  -1.99  0.77  -0.639
C  0.42  -0.76  1.49  -0.005
C  0.91  0.49  1.08  -0.209
C  0.09  1.60  1.29  -0.234
C  -1.05  1.42  2.09  0.250
O  -1.80  2.57  2.30  -0.705
C  -1.29  0.25  2.79  -0.247
C  -0.60  -0.92  2.41  -0.217
H  1.56  -1.61  0.00  0.211
H  0.09  -2.42  0.15  0.222
H  1.42  -2.66  1.45  0.220
H  1.83  0.61  0.53  0.212
H  0.33  2.53  0.80  0.224
H  -2.57  2.55  1.76  0.477
H  -2.14  0.23  3.46  0.222
H  -0.69  -1.87  2.91  0.219
C  0.80  -0.40  -2.69  -0.619
C  -0.11  0.40  -3.60  -0.614
H  1.45  -1.04  -3.30  0.208
H  1.30  0.24  -1.97  0.208
H  0.34  -1.22  -2.13  0.205
H  -0.52  -0.09  -4.48  0.206
H  0.37  1.29  -4.02  0.204
H  -0.99  0.80  -3.09  0.202

Total charge: 0
Electronic energy in eV: -11606.5210
Multiplicity: 1
E_LUMO in eV: 0.9
HOMO level in hartree: -0.3168
ΔE to the lowest compared entry with this formula, charge and spin in kcal per mole: 25.7
Kohn-Sham gap in eV: 9.480


No. 3
C33H36Cl2GeIrN2O4SSi as an isolated structure, computed with the ωB97M-V functional and the def2-TZVPD basis.

Each line ends with the Mulliken spin population.
Atoms and positions in Å:
Ir  0.09  -0.93  0.80  0.218
C  -2.18  -0.41  3.94  0.001
C  -1.55  -1.68  3.36  0.017
C  -1.61  -2.81  4.37  -0.003
O  -0.17  -1.50  2.99  0.004
C  -2.35  -2.04  2.09  -0.016
O  -3.45  -2.59  2.22  0.001
O  -1.81  -1.77  0.95  0.027
H  -1.66  -0.11  4.85  0.000
H  -3.22  -0.64  4.17  0.000
H  -2.14  0.41  3.24  0.001
H  -1.18  -2.47  5.32  0.000
H  -1.03  -3.66  4.02  0.000
H  -2.64  -3.13  4.52  0.000
H  0.24  -0.75  3.52  -0.003
C  2.55  5.76  3.17  0.000
Si  1.82  4.34  4.18  0.000
C  3.28  3.51  4.99  0.000
C  0.75  5.12  5.53  0.000
C  0.72  3.35  3.03  -0.001
C  0.00  4.07  2.10  -0.001
C  -0.83  3.43  1.18  0.001
C  -0.84  2.05  1.19  -0.006
N  -0.16  1.32  2.08  -0.017
C  0.54  1.94  3.05  0.000
S  1.15  0.99  4.37  0.001
H  3.18  6.38  3.81  0.000
H  1.79  6.40  2.72  0.000
H  3.17  5.36  2.36  0.000
H  3.89  4.29  5.46  0.000
H  3.89  2.98  4.26  0.000
H  2.97  2.78  5.73  0.000
H  1.35  5.75  6.19  0.000
H  0.28  4.34  6.13  0.000
H  -0.04  5.73  5.09  0.000
H  0.07  5.16  2.06  0.000
H  -1.41  3.97  0.44  0.000
H  -1.40  1.48  0.46  0.010
O  4.39  -0.42  0.24  0.005
C  3.21  -0.49  0.51  -0.018
N  2.07  -0.56  0.79  0.028
Cl  -1.44  -6.62  1.52  0.000
C  -1.04  -5.09  0.65  0.001
Cl  0.65  -4.65  0.78  0.001
H  -1.65  -4.31  1.08  0.000
H  -1.29  -5.26  -0.39  0.000
C  -0.04  -0.88  -0.94  0.671
Ge  -0.08  -1.02  -2.82  -0.017
C  -1.41  -2.42  -3.19  -0.020
C  -1.77  -2.80  -4.48  0.001
C  -2.73  -3.78  -4.71  0.000
C  -3.35  -4.40  -3.63  0.002
C  -3.01  -4.03  -2.34  0.010
C  -2.05  -3.05  -2.11  0.038
C  1.65  -1.50  -3.64  0.019
C  1.85  -1.67  -5.01  0.017
C  3.11  -1.99  -5.51  0.004
C  4.18  -2.15  -4.64  0.000
C  4.00  -1.98  -3.27  0.010
C  2.74  -1.66  -2.78  0.017
C  -0.68  0.64  -3.66  0.010
C  0.19  1.47  -4.37  -0.011
C  -0.25  2.68  -4.90  0.004
C  -1.56  3.08  -4.72  -0.001
C  -2.44  2.27  -4.02  0.017
C  -2.00  1.06  -3.49  0.030
H  -1.31  -2.31  -5.33  0.000
H  -3.00  -4.05  -5.72  0.000
H  -4.11  -5.16  -3.80  0.000
H  -3.51  -4.48  -1.49  0.000
H  -1.82  -2.74  -1.10  -0.048
H  1.03  -1.54  -5.70  0.002
H  3.25  -2.12  -6.58  -0.001
H  5.16  -2.40  -5.03  -0.001
H  4.82  -2.09  -2.58  0.000
H  2.60  -1.53  -1.71  -0.004
H  1.22  1.17  -4.50  -0.002
H  0.45  3.31  -5.44  0.000
H  -1.90  4.03  -5.13  0.000
H  -3.47  2.58  -3.87  0.000
H  -2.70  0.43  -2.94  0.002

Total charge: -2
Electronic energy in eV: -149089.9449
Multiplicity: 2
Expectation value of S²: 0.763
E_LUMO (alpha / beta) in eV: 4.3 / 4.3
HOMO level (alpha / beta) in hartree: -0.0216 / -0.0642
ΔE to the lowest compared entry with this formula, charge and spin in kcal per mole: 26.9
Kohn-Sham gap (alpha / beta) in eV: 4.864 / 6.023


No. 4
A 5-piece molecular cluster, C2H16NO4 overall, computed with the ωB97M-V functional and the def2-TZVPD basis.

Each line ends with the natural charge from an NBO analysis.
Atoms and positions in Å:
C  1.00  -0.83  1.56  -0.447
N  0.34  0.23  0.79  -0.524
C  -0.19  1.34  1.60  -0.422
H  1.54  -1.48  0.89  0.267
H  1.72  -0.44  2.27  0.228
H  0.31  -1.48  2.09  0.231
H  -0.39  -0.22  0.19  0.490
H  0.88  0.64  0.03  0.432
H  -0.76  0.90  2.39  0.227
H  -0.96  1.90  1.06  0.227
H  0.58  1.97  2.01  0.235
H  1.40  -0.86  -2.55  0.489
H  1.11  0.47  -2.13  0.466
O  0.74  -0.42  -1.99  -0.948
H  1.63  -3.00  -0.61  0.472
H  3.06  -3.12  -1.09  0.490
O  2.52  -2.67  -0.44  -0.953
H  -2.51  -1.01  -1.07  0.506
H  -2.16  0.50  -0.98  0.504
O  -2.01  -0.36  -0.57  -0.983
H  -2.74  2.32  -0.44  0.472
H  -2.81  3.16  -1.71  0.503
O  -2.31  2.45  -1.30  -0.963

Total charge: +1
Electronic energy in eV: -12007.6071
Multiplicity: 1
E_LUMO in eV: -2.9
HOMO level in hartree: -0.5493
ΔE to the lowest compared entry with this formula, charge and spin in kcal per mole: 22.6
Kohn-Sham gap in eV: 12.092